Entry 1:
This record from OMol25 describes 2 unconnected molecules or ions with the total composition CH4NO2 at a distorted geometry. The level of theory is the ωB97M-V functional and the def2-TZVPD basis.

The LUMO energy (alpha / beta) is -8.35 / -7.56 eV. The calculation puts the HOMO energy (alpha / beta) at -0.563 / -0.592 hartree. The charge is +1. As for the energy above the lowest of the compared OMol25 structures with the same formula, charge and spin: 939.8 kJ/mol.

Positions of all 8 atoms, in Å:
C: 0.21958 -0.15267 -1.16443
N: 0.44261 -0.52603 1.21578
O: -1.11064 -0.68832 3.02067
O: -0.63044 -0.65376 1.57449
H: -0.87609 -0.44293 -1.18172
H: 1.02017 -0.56730 -1.77892
H: 0.63390 0.77657 -0.78278
H: -1.88159 -1.21617 3.12934

=====

Entry 2:
This record from OMol25 describes 2 unconnected molecules or ions with the total composition CH4NO2 at a distorted geometry. The level of theory is the ωB97M-V functional and the def2-TZVPD basis.

The LUMO energy (alpha / beta) is -8.09 / -8.10 eV. The calculation puts the HOMO energy (alpha / beta) at -0.634 / -0.635 hartree. The charge is +1. As for the energy above the lowest of the compared OMol25 structures with the same formula, charge and spin: 932.3 kJ/mol.

Positions of all 8 atoms, in Å:
C: 0.16057 0.37845 -0.34388
N: -0.80319 -0.61656 -0.21209
O: -2.27680 -2.02414 -0.87770
O: -1.44239 -1.15758 -1.15559
H: 0.15646 0.77471 -1.36494
H: -0.01774 1.17984 0.38133
H: 1.16166 -0.02027 -0.12185
H: -1.33306 -1.24145 1.10417

=====

Entry 3:
This record from OMol25 describes CH4NO2PS in the gas phase at a distorted geometry. The level of theory is the ωB97M-V functional and the def2-TZVPD basis.

The SMILES is OP(O)NC=S. The LUMO energy is 0.23 eV. The calculation puts the HOMO energy at -0.320 hartree. As for the energy above the lowest of the compared OMol25 structures with the same formula, charge and spin: 3.1 kJ/mol.

Positions of all 10 atoms, in Å:
C: -1.99793 0.48700 -0.05113
N: -1.05207 -0.43209 -0.38630
O: 1.41163 -0.95646 -0.47211
O: 0.81596 1.34464 -0.14315
P: 0.45982 -0.05863 0.45709
S: -3.59585 0.13655 -0.00415
H: -1.50353 1.45558 0.25491
H: -1.48500 -1.38531 -0.28486
H: 1.74632 -1.79973 -0.22231
H: 0.61073 1.22918 -1.11027